1.
Molecular formula: C5H10N2S
Method: DFT, wB97M-V/def2-TZVPD

The energy above the lowest of the compared OMol25 structures with the same formula, charge and spin comes out at 48.76 kJ/mol. Its total charge is 0. The calculation puts the LUMO energy at 0.737 eV. The value obtained for the total energy is -19162.4004 eV.

Cartesian coordinates (Å):
C1 -2.17 -0.64 -0.84
H1 0.33 -1.17 -1.54
H2 -1.42 -1.61 1.68
S1 -0.40 1.42 -0.23
H3 1.89 1.65 0.34
C2 1.53 -0.31 -0.07
C3 -1.25 -0.56 1.51
H4 -0.38 -0.35 2.11
H5 -2.46 -1.72 -0.74
H6 -3.01 -0.03 -0.45
H7 2.83 -1.67 -0.25
H8 -2.12 0.03 1.84
H9 0.32 -2.10 -0.05
C4 -0.93 -0.30 0.02
N1 1.15 0.96 0.31
H10 -1.98 -0.43 -1.91
C5 0.30 -1.09 -0.46
N2 2.78 -0.66 -0.07

Partial charges, Löwdin, in e: number 1, C, carries -0.103; number 2, H, carries 0.127; number 3, H, carries 0.075; number 4, S, carries 0.936; number 5, H, carries 0.099; number 6, C, carries -0.514; number 7, C, carries -0.094; number 8, H, carries 0.070; number 9, H, carries 0.100; number 10, H, carries 0.083; number 11, H, carries 0.034; number 12, H, carries 0.091; number 13, H, carries 0.130; number 14, C, carries -0.791; number 15, N, carries -0.280; number 16, H, carries 0.078; number 17, C, carries -0.141; number 18, N, carries 0.100

2.
Molecular formula: C5H10N2S
Method: DFT, wB97M-V/def2-TZVPD

The energy above the lowest of the compared OMol25 structures with the same formula, charge and spin comes out at 94.01 kJ/mol. Its total charge is 0. The calculation puts the LUMO energy at 0.584 eV. The value obtained for the total energy is -19161.9314 eV.

Cartesian coordinates (Å):
C1 -0.33 0.60 -0.36
H1 -2.06 1.84 -0.86
H2 -3.27 -0.44 0.32
H3 2.58 -2.25 0.03
H4 0.92 -1.84 -0.43
S1 -1.12 -0.86 -0.82
H5 -1.73 1.71 0.85
N1 3.31 0.32 -0.08
H6 -2.56 -2.09 0.47
C2 2.12 -0.20 -0.14
H7 1.32 1.79 -0.31
H8 4.05 -0.39 0.07
H9 -0.64 2.67 -0.10
C3 0.99 0.75 -0.31
N2 1.85 -1.54 -0.09
C4 -1.21 1.78 -0.15
C5 -2.35 -1.04 0.50
H10 -1.87 -0.78 1.42

Partial charges, Löwdin, in e: number 1, C, carries -0.651; number 2, H, carries 0.090; number 3, H, carries 0.050; number 4, H, carries 0.108; number 5, H, carries 0.011; number 6, S, carries 0.912; number 7, H, carries 0.092; number 8, N, carries 0.087; number 9, H, carries 0.017; number 10, C, carries -0.505; number 11, H, carries 0.111; number 12, H, carries 0.037; number 13, H, carries 0.065; number 14, C, carries -0.072; number 15, N, carries 0.086; number 16, C, carries -0.118; number 17, C, carries -0.358; number 18, H, carries 0.040

3.
Molecular formula: C5H10N2S
Method: DFT, wB97M-V/def2-TZVPD

The energy above the lowest of the compared OMol25 structures with the same formula, charge and spin comes out at 462.69 kJ/mol. Its total charge is 0. The calculation puts the LUMO energy at 0.613 eV. The value obtained for the total energy is -19158.1103 eV.

Cartesian coordinates (Å):
H1 0.63 -1.79 -0.14
H2 -2.08 0.40 1.12
H3 0.29 1.43 3.04
H4 1.19 -0.24 2.15
H5 -0.83 -1.14 1.38
C1 -0.79 0.71 -1.70
C2 0.71 -0.80 -0.75
H6 -1.96 -1.03 -0.02
H7 1.75 -0.41 -0.64
N1 0.12 -1.16 -2.09
N2 -0.44 -0.11 -2.71
H8 -1.49 1.56 -1.85
C3 1.05 1.07 2.06
H9 2.26 1.69 2.18
C4 -1.36 -0.32 0.61
H10 0.63 -1.79 -2.84
C5 -0.27 0.25 -0.27
S1 0.58 1.65 0.46

Partial charges, Löwdin, in e: number 1, H, carries 0.134; number 2, H, carries 0.097; number 3, H, carries 0.090; number 4, H, carries 0.112; number 5, H, carries 0.123; number 6, C, carries -0.138; number 7, C, carries -0.204; number 8, H, carries 0.090; number 9, H, carries 0.108; number 10, N, carries -0.125; number 11, N, carries 0.011; number 12, H, carries 0.109; number 13, C, carries -0.539; number 14, H, carries 0.112; number 15, C, carries -0.122; number 16, H, carries 0.171; number 17, C, carries -0.818; number 18, S, carries 0.787

4.
Molecular formula: C5H10N2S
Method: DFT, wB97M-V/def2-TZVPD

The energy above the lowest of the compared OMol25 structures with the same formula, charge and spin comes out at 462.47 kJ/mol. Its total charge is 0. The calculation puts the LUMO energy at 0.256 eV. The value obtained for the total energy is -19158.1126 eV.

Cartesian coordinates (Å):
S1 -3.35 -0.18 0.10
C1 1.68 0.69 -0.05
H1 -1.34 -0.24 1.74
C2 -0.80 0.70 -0.43
H2 -1.46 1.30 -1.10
C3 -1.57 -0.15 0.59
H3 1.39 -0.82 1.59
H4 1.03 -1.66 -1.15
H5 0.39 1.73 0.90
H6 2.29 1.39 0.62
C4 1.64 -0.80 0.45
N1 0.45 1.38 -0.13
N2 0.58 -1.52 -0.29
H7 -3.48 1.39 -0.63
C5 -0.72 -0.89 -0.54
H8 2.35 0.80 -1.03
H9 -1.44 -1.52 -1.14
H10 2.37 -1.61 0.51

Partial charges, Löwdin, in e: number 1, S, carries 0.613; number 2, C, carries -0.271; number 3, H, carries 0.133; number 4, C, carries -0.332; number 5, H, carries 0.089; number 6, C, carries -0.584; number 7, H, carries 0.125; number 8, H, carries 0.078; number 9, H, carries 0.155; number 10, H, carries 0.121; number 11, C, carries -0.195; number 12, N, carries -0.054; number 13, N, carries -0.054; number 14, H, carries 0.051; number 15, C, carries -0.235; number 16, H, carries 0.135; number 17, H, carries 0.120; number 18, H, carries 0.105

5.
Molecular formula: C5H10N2S
Method: DFT, wB97M-V/def2-TZVPD

The energy above the lowest of the compared OMol25 structures with the same formula, charge and spin comes out at 211.01 kJ/mol. Its spin multiplicity is 3. Its total charge is 0. The calculation puts the LUMO energy (alpha / beta) at 0.804 / -1.718 eV. The value obtained for the total energy is -19155.9177 eV. The expectation value of S² is 2.012.

Cartesian coordinates (Å):
C1 0.61 0.17 -0.69
H1 1.46 1.88 0.50
H2 -0.39 0.29 -0.32
H3 2.09 1.82 -1.25
H4 -2.46 -2.54 -1.28
C2 1.18 1.62 -0.59
H5 0.67 0.02 -1.81
C3 2.79 -0.53 0.06
H6 1.67 -2.63 1.63
N1 3.90 -0.20 -0.11
H7 -3.02 -0.72 -1.25
C4 -2.75 -1.59 -0.72
S1 0.66 -2.18 0.79
N2 -2.91 -1.37 0.53
H8 0.65 2.42 -1.07
H9 4.36 0.51 0.49
C5 1.50 -0.68 0.04
H10 -2.70 -2.20 1.11

Partial charges, Löwdin, in e: number 1, C, carries -0.294; number 2, H, carries 0.109; number 3, H, carries 0.080; number 4, H, carries 0.089; number 5, H, carries 0.090; number 6, C, carries -0.122; number 7, H, carries 0.144; number 8, C, carries -0.305; number 9, H, carries -0.116; number 10, N, carries 0.135; number 11, H, carries 0.028; number 12, C, carries -0.162; number 13, S, carries 0.711; number 14, N, carries 0.010; number 15, H, carries 0.053; number 16, H, carries 0.113; number 17, C, carries -0.590; number 18, H, carries 0.027

6.
Molecular formula: C5H10N3
Method: DFT, wB97M-V/def2-TZVPD

The energy above the lowest of the compared OMol25 structures with the same formula, charge and spin comes out at 329.19 kJ/mol. Its total charge is +1. The calculation puts the LUMO energy at -4.307 eV. The value obtained for the total energy is -9808.3365 eV.

Cartesian coordinates (Å):
H1 -1.38 1.01 1.28
H2 0.43 2.23 -0.74
N1 0.79 0.17 -0.67
C1 -0.21 -1.32 0.99
H3 3.01 2.11 -2.04
C2 2.36 1.31 -1.74
C3 -1.46 0.75 0.23
N2 2.65 0.06 -1.83
H4 1.66 -1.67 -1.27
H5 -1.44 1.55 -0.58
H6 0.72 -1.09 1.47
C4 -0.44 -0.35 -0.15
H7 -0.91 -0.99 -1.20
H8 -0.99 -1.21 1.71
H9 -0.14 -2.45 0.83
C5 1.16 1.36 -1.01
H10 -2.51 0.36 0.09
N3 1.78 -0.63 -1.21

Partial charges, Löwdin, in e: number 1, H, carries 0.091; number 2, H, carries 0.177; number 3, N, carries -0.040; number 4, C, carries -0.054; number 5, H, carries 0.132; number 6, C, carries -0.037; number 7, C, carries -0.045; number 8, N, carries 0.109; number 9, H, carries 0.225; number 10, H, carries 0.097; number 11, H, carries 0.081; number 12, C, carries -0.367; number 13, H, carries 0.235; number 14, H, carries 0.078; number 15, H, carries 0.119; number 16, C, carries 0.004; number 17, H, carries 0.113; number 18, N, carries 0.081

7.
Molecular formula: C5H10N3
Method: DFT, wB97M-V/def2-TZVPD

The energy above the lowest of the compared OMol25 structures with the same formula, charge and spin comes out at 431.18 kJ/mol. Its total charge is +1. The calculation puts the LUMO energy (alpha / beta) at -5.602 / -4.286 eV. The value obtained for the total energy is -9807.2794 eV.

Cartesian coordinates (Å):
H1 -2.71 -0.23 0.45
H2 -2.42 1.15 -0.62
C1 0.30 0.93 -0.68
H3 -2.04 -2.45 0.33
C2 -2.01 0.57 0.20
H4 2.09 1.96 -0.12
C3 1.52 1.09 0.23
N1 -0.72 0.00 -0.20
H5 -0.18 1.91 -0.79
H6 3.48 0.18 0.51
H7 -0.53 -3.23 0.01
N2 2.28 -1.27 -0.07
H8 -1.87 1.21 1.07
H9 0.64 0.61 -1.67
C4 2.46 -0.10 0.21
H10 1.23 1.27 1.26
C5 -0.46 -1.25 -0.20
N3 -1.05 -2.36 0.07

Partial charges, Löwdin, in e: number 1, H, carries 0.092; number 2, H, carries 0.111; number 3, C, carries -0.135; number 4, H, carries 0.143; number 5, C, carries 0.019; number 6, H, carries 0.126; number 7, C, carries -0.133; number 8, N, carries -0.120; number 9, H, carries 0.132; number 10, H, carries 0.136; number 11, H, carries 0.142; number 12, N, carries 0.221; number 13, H, carries 0.112; number 14, H, carries 0.141; number 15, C, carries -0.273; number 16, H, carries 0.129; number 17, C, carries -0.046; number 18, N, carries 0.204

8.
Molecular formula: C5H10N3
Method: DFT, wB97M-V/def2-TZVPD

The energy above the lowest of the compared OMol25 structures with the same formula, charge and spin comes out at 544.84 kJ/mol. Its spin multiplicity is 3. Its total charge is +1. The calculation puts the LUMO energy (alpha / beta) at -3.229 / -7.209 eV. The value obtained for the total energy is -9802.0410 eV. The expectation value of S² is 2.009.

Cartesian coordinates (Å):
H1 -2.68 1.04 -0.96
C1 -0.66 0.52 0.13
H2 0.87 -1.49 1.18
C2 1.23 1.49 -0.70
H3 -0.42 -0.97 -1.12
C3 1.42 0.18 -0.88
N1 -2.37 0.08 -0.78
N2 0.24 -0.58 -0.44
C4 0.49 -1.81 0.28
H4 -0.72 1.60 2.03
H5 0.69 0.58 1.82
N3 0.01 1.73 0.00
H6 1.92 2.24 -0.96
H7 -0.47 -2.48 0.53
H8 1.08 -2.56 -0.17
C5 -0.09 1.09 1.33
H9 -2.83 -0.24 0.05
H10 2.29 -0.42 -1.34

Partial charges, Löwdin, in e: number 1, H, carries 0.059; number 2, C, carries -0.261; number 3, H, carries 0.062; number 4, C, carries 0.005; number 5, H, carries 0.159; number 6, C, carries 0.011; number 7, N, carries 0.174; number 8, N, carries -0.102; number 9, C, carries 0.002; number 10, H, carries 0.120; number 11, H, carries 0.112; number 12, N, carries 0.060; number 13, H, carries 0.118; number 14, H, carries 0.174; number 15, H, carries 0.095; number 16, C, carries 0.005; number 17, H, carries 0.034; number 18, H, carries 0.173